C40H40NO2SiV | wB97M-V/def2-TZVPD

HOMO-LUMO gap (spin up / spin down) (eV): 3.9 / 6.5
LUMO (spin up / spin down) (eV): 2.568 / 2.563
ΔE to the lowest compared entry with this formula, charge and spin (kcal per mole): 4.3
Calculated total energy (Ha): -2987.0620
F_max (eV Å⁻¹): 4.1

The geometry in ORCA input format:
```
! RIJCOSX wB97M-V def2-TZVPD def2/J DEFGRID3
* xyz -1 4
C -0.515 2.906 -0.959
C -0.831 2.212 -2.168
C -1.713 1.121 -1.838
H -0.506 2.486 -3.173
C -1.901 1.114 -0.423
C -1.193 2.236 0.112
H -2.500 0.386 0.124
C 2.168 -0.437 -1.566
C 1.513 0.189 -2.676
C 0.284 -0.506 -2.890
H 1.900 0.999 -3.279
C 0.161 -1.581 -1.946
C 1.315 -1.492 -1.099
H -2.214 0.444 -2.527
H -1.221 2.563 1.152
H 0.090 3.810 -0.881
H 1.545 -2.197 -0.306
H -0.396 -0.329 -3.719
H 3.165 -0.209 -1.207
V 0.307 0.727 -0.869
C -0.632 -2.857 -2.269
C 0.438 -3.861 -2.773
C -1.602 -2.618 -3.430
H 0.929 -3.471 -3.668
H -0.008 -4.825 -3.032
H 1.203 -4.031 -2.010
H -1.080 -2.150 -4.275
H -2.443 -1.975 -3.145
H -1.999 -3.567 -3.819
C -1.358 -3.575 -1.074
C -2.590 -3.031 -0.300
H -0.618 -3.788 -0.291
H -1.708 -4.540 -1.492
O -2.553 -2.712 0.887
N -3.755 -2.952 -1.007
C -4.929 -2.245 -0.531
H -3.874 -3.453 -1.881
C -5.273 -1.132 -1.484
C -5.659 0.123 -0.993
H -5.701 0.253 0.091
C -5.986 1.150 -1.883
H -6.282 2.122 -1.486
C -5.944 0.917 -3.262
H -6.238 1.701 -3.956
C -5.502 -0.316 -3.755
H -5.420 -0.500 -4.828
C -5.169 -1.347 -2.864
H -4.848 -2.322 -3.254
H -4.709 -1.827 0.461
H -5.788 -2.934 -0.428
O 0.779 0.518 0.930
Si 1.941 0.984 1.950
C 3.221 2.012 1.018
C 2.921 3.325 0.633
C 3.829 4.057 -0.140
C 5.040 3.477 -0.542
C 5.338 2.163 -0.173
C 4.438 1.439 0.617
C 1.254 1.916 3.426
C 0.605 3.145 3.235
C 0.253 3.933 4.339
C 0.485 3.463 5.639
C 1.001 2.178 5.835
C 1.368 1.400 4.728
C 2.899 -0.457 2.657
C 4.042 -0.183 3.423
C 4.818 -1.230 3.934
C 4.430 -2.553 3.690
C 3.270 -2.828 2.954
C 2.497 -1.778 2.433
H 1.982 3.786 0.948
H 3.581 5.081 -0.429
H 5.746 4.049 -1.143
H 6.272 1.692 -0.485
H 4.694 0.426 0.934
H 0.385 3.501 2.226
H -0.202 4.912 4.173
H 0.240 4.089 6.496
H 1.128 1.775 6.844
H 1.766 0.395 4.880
H 4.330 0.853 3.617
H 5.711 -0.999 4.513
H 5.035 -3.372 4.080
H 2.955 -3.862 2.778
H 1.583 -1.985 1.868
*
```

These are the Mulliken partial charges, in e, on atoms 1 to 6: atom 1 (C): 0.14, atom 2 (C): -1.59, atom 3 (C): -0.20, atom 4 (H): 0.44, atom 5 (C): -0.31, atom 6 (C): -0.79